[1]
Here is a cluster of 2 separate species, C4H8NOS in total in a non-equilibrium geometry from the Open Molecules 2025 dataset. Energies are from ωB97M-V with the def2-TZVPD basis set.

ORCA input file:
```
! wB97M-V def2-TZVPD RIJCOSX def2/J DEFGRID3
* xyz -1 1
C 1.3412 0.7966 -0.0067
C 0.7785 -1.4914 0.8485
S -0.2877 -2.2634 1.9713
C 0.6286 1.4710 -1.0646
N -0.7043 0.9166 -1.4480
C -1.5787 0.4719 -0.3657
O 1.0009 2.4574 -1.7026
H 0.7901 -0.0605 0.5749
H 2.3748 0.7162 -0.3511
H 1.8423 -1.5915 1.1440
H 0.5790 -1.9459 -0.1151
H -0.9370 1.6270 -2.1399
H -1.2889 0.8109 0.6247
H -2.6144 0.7484 -0.5271
H -1.4908 -0.6052 -0.3562
*
```

Output
max |F|	3.78	eV/Å
E_LUMO	3.176	eV
ΔE to the lowest compared entry with this formula, charge and spin	410.0	kJ/mol
E_HOMO	-3.25	eV
HOMO-LUMO gap	0.236	hartree

---

[2]
Here is the ion C4H8NOS2 with charge +1 in a non-equilibrium geometry from the Open Molecules 2025 dataset. Energies are from ωB97M-V with the def2-TZVPD basis set.

ORCA input file:
```
! wB97M-V def2-TZVPD RIJCOSX def2/J DEFGRID3
* xyz 1 1
O 0.4661 -2.7802 -0.2580
C 0.2826 -1.5288 -0.2134
N 1.0166 -0.5255 0.1984
S 2.7455 -0.5590 0.6390
S 3.7589 0.7356 -0.5081
C 0.3725 0.7060 0.3784
C -1.0632 0.4305 -0.1286
C -1.1714 -1.0504 -0.3003
H 1.2835 -3.2686 -0.0012
H 3.9317 1.7623 0.5148
H 0.7680 1.4224 -0.3557
H 0.5180 1.1216 1.3248
H -1.2545 1.1551 -1.0405
H -1.8464 0.8008 0.5656
H -1.8743 -1.3086 -1.1202
H -1.6682 -1.4116 0.5378
*
```

Output
SMILES string	OC1=[N+](SS)CCC1
max |F|	3.93	eV/Å
E_LUMO	-4.016	eV
ΔE to the lowest compared entry with this formula, charge and spin	0.0	kJ/mol
E_HOMO	-13.86	eV
HOMO-LUMO gap	0.362	hartree

---

[3]
Here is a structure of composition C4H8NS in a non-equilibrium geometry from the Open Molecules 2025 dataset. Energies are from ωB97M-V with the def2-TZVPD basis set.

ORCA input file:
```
! wB97M-V def2-TZVPD RIJCOSX def2/J DEFGRID3
* xyz 1 1
C 0.5571 -0.2351 -0.4828
C 0.2529 -1.6537 -0.1861
C -0.5393 -1.0142 -1.1985
C 0.2810 1.5792 0.1102
N -0.7952 1.7275 0.9461
S 0.4895 -3.0384 0.6428
H 1.5481 0.1891 -0.7780
H -1.4889 -0.6718 -0.7992
H -0.5512 -1.3307 -2.1961
H 0.1573 1.8998 -0.9332
H 1.1983 1.7375 0.5345
H -0.5536 1.6332 1.9026
H 1.1181 -2.2747 1.7567
H -1.6738 1.4521 0.6812
*
```

Output
max |F|	4.40	eV/Å
E_LUMO	-5.535	eV
ΔE to the lowest compared entry with this formula, charge and spin	347.8	kJ/mol
E_HOMO	-13.13	eV
HOMO-LUMO gap	0.279	hartree

---

Q: Look up the ΔE to the lowest compared entry with this formula, charge and spin of the second one.
A: 0.0 kJ/mol